1.
This record from the Open Molecules 2025 dataset describes a structure of composition C20H14N5NiO2. The level of theory is ωB97M-V/def2-TZVPD.

Results
HOMO level (alpha / beta) (eV): -4.804 / -4.885
Energy (eV): -73557.895
Orbital gap (alpha / beta) (eV): 7.63 / 7.70

Geometry as ORCA input:
```
! wB97M-V def2-TZVPD RIJCOSX def2/J DEFGRID3
* xyz -1 3
Ni 0.285 -0.110 -0.166
O 1.785 -0.654 1.049
C 1.980 -1.770 1.648
C 3.303 -2.122 2.050
C 3.569 -3.255 2.767
C 2.538 -4.138 3.131
C 1.258 -3.856 2.733
C 0.946 -2.708 1.982
C -0.410 -2.545 1.552
N -0.848 -1.677 0.719
C -2.259 -1.698 0.371
C -2.711 -0.311 -0.163
N -1.667 0.660 0.068
C -1.838 1.604 0.915
C -0.820 2.524 1.339
C -1.091 3.340 2.451
C -0.143 4.178 2.983
C 1.124 4.228 2.380
C 1.419 3.457 1.287
C 0.479 2.543 0.724
O 0.798 1.839 -0.300
H 4.091 -1.443 1.750
H 4.590 -3.484 3.050
H 2.754 -5.035 3.696
H 0.455 -4.547 2.975
H -1.122 -3.263 1.979
H -2.863 -1.974 1.241
H -2.416 -2.459 -0.399
H -3.651 -0.020 0.322
H -2.891 -0.373 -1.238
H -2.824 1.725 1.385
H -2.076 3.286 2.904
H -0.364 4.778 3.856
H 1.881 4.884 2.794
H 2.395 3.495 0.819
N 0.872 -1.202 -1.698
C 1.146 -2.330 -1.605
C 1.383 -3.687 -1.539
C 2.694 -4.211 -1.546
N 3.758 -4.659 -1.570
C 0.268 -4.536 -1.373
N -0.664 -5.209 -1.244
*
```

***

2.
This record from the Open Molecules 2025 dataset describes a structure of composition C20H15Cl2N5O4PdS. The level of theory is ωB97M-V/def2-TZVPD.

Results
HOMO level (alpha / beta) (eV): -7.536 / -7.777
Energy (eV): -75982.325
Orbital gap (alpha / beta) (eV): 7.69 / 5.81

Geometry as ORCA input:
```
! wB97M-V def2-TZVPD RIJCOSX def2/J DEFGRID3
* xyz 0 5
Pd 0.067 -0.476 0.091
Cl 2.903 4.339 4.317
C 2.521 2.815 3.606
C 1.295 2.631 3.038
C 0.955 1.392 2.437
N -0.247 1.136 1.959
C -1.134 1.939 1.334
O -2.336 1.989 1.513
C -0.480 2.648 0.160
C -0.408 4.025 0.036
C 0.258 4.552 -1.058
C 0.805 3.690 -1.995
C 0.677 2.325 -1.797
N 0.059 1.814 -0.737
C 1.944 0.329 2.404
C 3.182 0.546 3.035
C 3.468 1.757 3.617
Cl 5.000 1.989 4.361
N 1.569 -0.789 1.755
C 2.216 -1.980 1.812
O 3.252 -2.240 2.404
C 1.462 -3.071 1.091
C 1.990 -4.353 1.031
C 1.307 -5.327 0.325
C 0.104 -4.993 -0.281
C -0.364 -3.697 -0.150
N 0.300 -2.761 0.519
H 0.557 3.421 3.065
H -0.863 4.660 0.785
H 0.346 5.624 -1.179
H 1.321 4.072 -2.864
H 1.073 1.610 -2.508
H 3.912 -0.247 3.037
H 2.926 -4.547 1.536
H 1.707 -6.328 0.238
H -0.457 -5.721 -0.851
H -1.300 -3.388 -0.602
S 0.684 -1.053 -2.036
N -5.042 -1.716 -0.026
C -4.338 -1.118 1.112
C -2.848 -1.063 0.824
O -2.545 -0.911 -0.478
O -1.977 -1.128 1.646
H -6.023 -1.473 -0.023
H -4.981 -2.726 0.006
H -3.362 -1.025 -0.998
H -4.495 -1.610 2.072
H -4.662 -0.079 1.208
*
```

***

3.
This record from the Open Molecules 2025 dataset describes a structure of composition C20H15Cl5IrN4O2. The level of theory is ωB97M-V/def2-TZVPD.

Results
HOMO level (alpha / beta) (eV): -10.266 / -10.264
Energy (eV): -96481.567
Orbital gap (alpha / beta) (eV): 5.07 / 5.06

Geometry as ORCA input:
```
! wB97M-V def2-TZVPD RIJCOSX def2/J DEFGRID3
* xyz 1 1
Ir 0.549 -0.814 -0.111
N 4.401 -0.047 1.545
C 3.284 -0.083 0.829
O 2.211 -0.455 1.336
C 3.293 0.337 -0.614
C 2.218 -0.467 -1.348
H 4.383 -0.328 2.516
H 5.269 0.288 1.162
H 4.272 0.200 -1.081
H 3.061 1.408 -0.645
H 2.577 -1.487 -1.522
H 1.994 -0.004 -2.309
C -0.253 4.957 1.262
C -0.944 4.330 2.291
C -0.960 2.958 2.393
C -0.281 2.168 1.441
C 0.445 2.817 0.428
C 0.447 4.191 0.338
N -0.328 0.814 1.469
N -0.901 0.194 2.436
C -0.981 -1.125 2.483
C -1.633 -1.755 3.571
C -1.684 -3.120 3.630
C -1.101 -3.875 2.601
C -0.500 -3.207 1.555
N -0.435 -1.883 1.487
H -0.249 6.032 1.183
H -1.481 4.923 3.017
H -1.484 2.457 3.191
H 1.002 2.216 -0.273
H 0.993 4.673 -0.459
H -2.070 -1.129 4.332
H -2.170 -3.619 4.455
H -1.117 -4.952 2.618
H -0.054 -3.748 0.729
Cl -3.212 -0.226 -6.433
C -2.442 -0.699 -4.993
C -2.001 0.279 -4.089
Cl -2.262 1.936 -4.413
C -1.357 -0.107 -2.929
Cl -0.818 1.054 -1.789
C -1.114 -1.466 -2.599
O -0.524 -1.823 -1.523
C -1.596 -2.437 -3.530
Cl -1.366 -4.083 -3.156
C -2.251 -2.055 -4.695
Cl -2.834 -3.237 -5.785
*
```

***

4.
This record from the Open Molecules 2025 dataset describes a structure of composition C20H15F9N2OSSn. The level of theory is ωB97M-V/def2-TZVPD.

Results
HOMO level (eV): -8.540
Energy (eV): -67136.421
Orbital gap (eV): 8.57

Geometry as ORCA input:
```
! wB97M-V def2-TZVPD RIJCOSX def2/J DEFGRID3
* xyz 0 1
Sn 0.810 1.180 0.581
C -1.747 0.339 -2.060
C -2.212 1.111 -0.826
O -1.192 1.461 0.024
C -3.226 0.215 -0.061
F -2.594 -0.885 0.381
F -3.754 0.829 1.021
F -4.255 -0.184 -0.829
C -2.895 2.428 -1.275
F -3.976 2.216 -2.042
F -3.285 3.181 -0.225
F -2.027 3.165 -1.987
H -1.199 -0.543 -1.730
H -1.083 0.972 -2.647
H -2.590 0.031 -2.677
F 5.304 -7.188 1.790
C 5.883 -6.018 1.474
F 6.647 -6.225 0.382
F 6.723 -5.696 2.478
C 4.873 -4.934 1.237
C 5.332 -3.664 0.899
C 4.425 -2.649 0.662
C 3.047 -2.892 0.761
C 2.608 -4.169 1.099
C 3.518 -5.188 1.335
C 2.117 -1.814 0.532
C 1.336 -0.908 0.340
H 6.397 -3.482 0.822
H 4.765 -1.657 0.397
H 1.544 -4.359 1.175
H 3.173 -6.180 1.594
N -1.817 2.336 2.451
C -1.426 1.372 3.301
S -0.120 0.346 2.922
N -2.107 1.322 4.464
C -2.088 0.456 5.599
C -1.142 -0.530 5.853
C -1.258 -1.305 7.003
C -2.294 -1.111 7.900
C -3.229 -0.117 7.648
C -3.125 0.659 6.508
H -1.633 2.168 1.454
H -2.702 2.791 2.614
H -2.852 1.994 4.523
H -0.323 -0.704 5.176
H -0.514 -2.068 7.191
H -2.377 -1.728 8.787
H -4.044 0.058 8.337
H -3.862 1.434 6.316
*
```

***

5.
This record from the Open Molecules 2025 dataset describes a structure of composition C20H15N5OS3Zr. The level of theory is ωB97M-V/def2-TZVPD.

Results
HOMO level (eV): -7.949
Energy (eV): -64271.739
Orbital gap (eV): 6.98

Geometry as ORCA input:
```
! wB97M-V def2-TZVPD RIJCOSX def2/J DEFGRID3
* xyz 0 1
Zr -0.569 0.218 -0.165
N 2.649 -0.795 2.675
C 1.440 -0.366 2.221
S 1.425 1.136 1.304
N 0.408 -1.105 2.491
N -0.747 -0.625 1.908
C -1.859 -0.813 2.513
C -3.115 -0.277 2.032
C -4.308 -0.784 2.564
C -5.533 -0.297 2.171
C -5.585 0.741 1.242
C -4.427 1.280 0.722
C -3.173 0.783 1.094
O -2.071 1.323 0.574
H 3.396 -0.126 2.719
H 2.633 -1.529 3.365
H -1.861 -1.387 3.438
H -4.251 -1.584 3.293
H -6.443 -0.712 2.581
H -6.542 1.134 0.924
H -4.455 2.090 0.005
S -1.762 0.502 -2.370
C -1.139 -0.935 -3.168
C -0.957 -0.942 -4.554
C -0.485 -2.066 -5.206
C -0.186 -3.214 -4.481
C -0.356 -3.224 -3.108
C -0.829 -2.094 -2.437
S -0.985 -2.160 -0.676
H -1.194 -0.044 -5.110
H -0.353 -2.050 -6.280
H 0.178 -4.099 -4.986
H -0.122 -4.111 -2.533
N 5.493 -0.153 -5.066
C 4.596 -0.106 -4.351
C 3.476 -0.041 -3.455
C 2.722 1.124 -3.358
C 1.648 1.141 -2.492
N 1.311 0.094 -1.733
C 2.041 -1.022 -1.827
C 3.125 -1.136 -2.675
H 2.962 1.993 -3.953
H 1.013 2.014 -2.415
H 1.731 -1.849 -1.202
H 3.682 -2.059 -2.731
*
```

***

6.
This record from the Open Molecules 2025 dataset describes a structure of composition C20H15N6STc. The level of theory is ωB97M-V/def2-TZVPD.

Results
HOMO level (alpha / beta) (eV): -11.756 / -12.171
Energy (eV): -42949.376
Orbital gap (alpha / beta) (eV): 7.06 / 6.48

Geometry as ORCA input:
```
! wB97M-V def2-TZVPD RIJCOSX def2/J DEFGRID3
* xyz 1 4
Tc 1.450 -1.338 -0.283
N 1.208 1.935 2.361
C 0.762 0.703 2.190
S 1.967 -0.547 1.920
N -0.535 0.457 2.281
C -1.249 -0.769 2.053
C -0.843 -1.982 2.588
C -1.591 -3.118 2.306
C -2.736 -3.040 1.529
C -3.158 -1.811 1.041
C -2.414 -0.671 1.301
H 2.189 2.123 2.231
H 0.593 2.715 2.537
H -1.135 1.268 2.359
H 0.022 -2.048 3.230
H -1.280 -4.068 2.721
H -3.311 -3.932 1.322
H -4.065 -1.737 0.457
H -2.732 0.290 0.914
N 0.489 -2.747 -1.147
C -0.095 -3.621 -1.722
N -0.605 -4.561 -2.292
C -1.777 -5.001 -2.689
N -2.793 -5.424 -3.032
C 2.447 4.173 -1.060
C 3.235 3.050 -0.743
C 2.687 1.794 -0.710
C 1.316 1.602 -0.986
C 0.655 0.329 -0.927
C -0.689 0.199 -1.245
C -1.449 1.334 -1.583
C -0.854 2.565 -1.610
C 0.525 2.730 -1.315
C 1.120 4.013 -1.347
H 2.900 5.155 -1.097
H 4.291 3.176 -0.543
H 3.327 0.948 -0.496
H -1.175 -0.767 -1.240
H -2.494 1.219 -1.840
H -1.428 3.443 -1.880
H 0.505 4.864 -1.615
N 3.806 -1.487 -2.336
C 2.915 -1.417 -1.601
*
```

***

7.
This record from the Open Molecules 2025 dataset describes an isolated molecule of C20H15NO4. The level of theory is ωB97M-V/def2-TZVPD.

Results
HOMO level (eV): -8.159
Energy (eV): -30664.445
Orbital gap (eV): 7.14

Geometry as ORCA input:
```
! wB97M-V def2-TZVPD RIJCOSX def2/J DEFGRID3
* xyz 0 1
C -3.838 -2.442 1.595
H -4.611 -3.204 1.542
H -4.168 -1.645 2.257
H -2.933 -2.883 2.004
C -3.566 -1.886 0.206
C -4.792 -1.217 -0.405
H -5.125 -0.396 0.228
H -4.552 -0.832 -1.393
H -5.597 -1.940 -0.499
H -3.210 -2.679 -0.464
O -2.507 -0.920 0.339
C -1.708 -0.746 -0.712
O -1.832 -1.290 -1.776
C -0.645 0.247 -0.408
C 0.721 -0.016 -0.273
C 1.388 1.202 -0.077
N 0.451 2.196 -0.086
C 0.617 3.532 0.060
C -0.467 4.354 0.015
C -1.759 3.823 -0.184
C -1.925 2.474 -0.335
C -0.802 1.635 -0.285
H -2.895 2.030 -0.489
H -2.607 4.487 -0.216
H -0.334 5.417 0.132
H 1.630 3.873 0.207
C 2.812 1.346 0.079
O 3.384 2.415 0.252
C 3.543 0.054 -0.007
C 4.931 0.084 0.073
C 5.673 -1.081 -0.006
C 5.032 -2.299 -0.161
C 3.651 -2.345 -0.236
C 2.892 -1.181 -0.164
C 1.413 -1.304 -0.243
O 0.840 -2.375 -0.246
H 3.129 -3.283 -0.354
H 5.606 -3.211 -0.223
H 6.751 -1.038 0.055
H 5.411 1.044 0.198
*
```

***

8.
This record from the Open Molecules 2025 dataset describes a structure of composition C20H16Br3DyF5N3O4Te. The level of theory is ωB97M-V/def2-TZVPD.

Results
HOMO level (alpha / beta) (eV): -8.008 / -8.011
Energy (eV): -288756.229
Orbital gap (alpha / beta) (eV): 7.02 / 7.03

Geometry as ORCA input:
```
! wB97M-V def2-TZVPD RIJCOSX def2/J DEFGRID3
* xyz 0 6
Dy 0.909 -0.312 0.177
O -2.677 0.612 -2.557
C -3.503 0.884 -1.521
C -4.872 0.897 -1.787
C -5.773 1.178 -0.782
C -5.330 1.453 0.510
C -3.976 1.447 0.774
C -3.041 1.165 -0.226
C -1.597 1.165 0.094
O -0.763 0.665 -0.804
N -1.211 1.647 1.236
N 0.165 1.487 1.382
C 0.779 2.286 2.170
C 2.221 2.254 2.333
C 2.792 2.955 3.402
C 4.154 2.977 3.602
C 4.978 2.299 2.703
C 4.445 1.622 1.626
C 3.060 1.580 1.411
O 2.569 0.946 0.360
H -1.766 0.636 -2.199
H -5.197 0.689 -2.798
H -6.833 1.185 -1.004
H -6.038 1.666 1.299
H -3.603 1.657 1.767
H 0.200 3.026 2.723
H 2.133 3.480 4.084
H 4.579 3.513 4.440
H 6.051 2.304 2.848
H 5.084 1.097 0.926
Br 3.690 -1.291 -1.347
C 3.594 0.315 -2.412
Br 1.768 0.838 -2.746
H 4.076 0.118 -3.360
H 4.061 1.110 -1.845
Br 0.796 -4.013 -5.060
C -0.171 -3.303 -3.605
C -1.532 -3.517 -3.481
C -2.173 -2.962 -2.387
C -1.439 -2.218 -1.481
N -0.124 -2.011 -1.605
C 0.497 -2.553 -2.653
H -2.070 -4.097 -4.217
H -3.236 -3.089 -2.239
H -1.919 -1.767 -0.623
H 1.563 -2.394 -2.739
F 1.921 -3.480 2.977
Te 0.530 -2.505 2.249
F 1.506 -2.710 0.604
F -0.286 -4.137 1.962
F -0.066 -2.296 3.981
F 1.751 -1.038 2.403
O -0.675 -1.463 1.435
*
```

***

9.
This record from the Open Molecules 2025 dataset describes a structure of composition C20H16BrN4O5ReSbSe4. The level of theory is ωB97M-V/def2-TZVPD.

Results
HOMO level (eV): -11.210
Energy (eV): -377288.142
Orbital gap (eV): 6.72

Geometry as ORCA input:
```
! wB97M-V def2-TZVPD RIJCOSX def2/J DEFGRID3
* xyz 1 1
Re 1.012 -0.884 -1.036
Br 2.696 -1.117 2.191
C 2.012 -2.659 1.382
C 2.173 -3.867 2.045
C 1.680 -5.024 1.474
C 1.032 -4.944 0.250
C 0.916 -3.713 -0.346
N 1.401 -2.574 0.194
C 0.194 -3.555 -1.659
O -0.335 -4.470 -2.212
O 0.212 -2.299 -2.101
H 2.681 -3.878 2.998
H 1.796 -5.972 1.981
H 0.610 -5.800 -0.255
N -0.856 1.921 -3.662
C -0.012 0.935 -3.355
O -0.081 0.446 -2.205
C 0.964 0.537 -4.374
C 1.465 -0.793 -4.482
N 1.863 -1.864 -4.603
C 1.394 1.478 -5.239
N 1.649 2.372 -5.975
H -1.493 2.244 -2.951
H -0.987 2.226 -4.611
C -3.719 2.646 4.805
C -2.879 2.030 3.724
C -3.324 0.922 3.018
C -2.556 0.310 2.039
C -3.151 -0.889 1.349
C -1.278 0.846 1.753
C -0.808 1.982 2.453
C 0.532 2.631 2.222
C -1.624 2.543 3.422
C -0.437 0.216 0.738
O -0.769 -0.851 0.101
O 0.715 0.644 0.398
H -4.778 2.453 4.641
H -3.564 3.722 4.860
H -3.452 2.224 5.776
H -4.305 0.516 3.237
H -4.154 -1.065 1.731
H -2.556 -1.786 1.515
H -3.210 -0.750 0.270
H 0.644 2.981 1.197
H 1.349 1.933 2.402
H 0.644 3.477 2.897
H -1.268 3.414 3.961
Se 6.471 4.420 -4.679
Sb 4.930 2.737 -4.997
Se 3.082 -0.283 -1.424
Se 4.642 0.447 -4.797
Se 2.838 3.781 -6.065
*
```

***

10.
This record from the Open Molecules 2025 dataset describes a structure of composition C20H16Cl2O5PPdS2. The level of theory is ωB97M-V/def2-TZVPD.

Results
HOMO level (eV): -5.439
Energy (eV): -90726.064
Orbital gap (eV): 7.86

Geometry as ORCA input:
```
! wB97M-V def2-TZVPD RIJCOSX def2/J DEFGRID3
* xyz -1 1
Pd -1.187 1.450 1.071
O -0.708 3.690 -2.372
C -0.460 2.794 -1.580
O -1.337 2.178 -0.871
C 0.987 2.302 -1.507
C 1.942 3.059 -2.178
C 3.269 2.664 -2.223
C 3.661 1.487 -1.605
C 2.721 0.718 -0.937
C 1.387 1.121 -0.875
P 0.171 0.101 0.020
C 1.183 -1.060 0.990
C 1.371 -2.386 0.613
C 2.163 -3.227 1.384
C 2.775 -2.745 2.531
C 2.589 -1.423 2.913
C 1.792 -0.584 2.151
C -0.621 -0.934 -1.237
C -0.111 -1.070 -2.523
C -0.754 -1.889 -3.441
C -1.906 -2.572 -3.076
C -2.420 -2.434 -1.793
C -1.783 -1.613 -0.876
H 1.601 3.961 -2.667
H 3.996 3.274 -2.744
H 4.695 1.166 -1.638
H 3.027 -0.199 -0.450
H 0.898 -2.767 -0.283
H 2.298 -4.259 1.086
H 3.390 -3.402 3.134
H 3.052 -1.045 3.815
H 1.620 0.437 2.471
H 0.781 -0.529 -2.812
H -0.359 -1.985 -4.444
H -2.411 -3.204 -3.796
H -3.329 -2.947 -1.508
H -2.199 -1.485 0.117
O -2.881 2.747 4.447
S -1.811 2.708 3.482
O -0.683 3.565 3.743
O -2.341 2.873 2.068
S -1.161 0.729 3.226
Cl -4.480 0.590 0.008
C -4.597 0.262 1.740
Cl -4.521 -1.484 2.081
H -5.549 0.629 2.101
H -3.760 0.737 2.242
*
```

***

Question: Which value of energy does entry 2 give?
Answer: -75982.325 eV

***

Question: The highest energy belongs to which entry?
Answer: C20H15NO4

***

Question: Which of these has the highest energy?
Answer: C20H15NO4